Molecular formula: C12H35N10O20P
Method: DFT, ωB97M-V/def2-TZVPD

Properties
- SMILES = C[C@@H](OC=O)[PH2]=N.C[N+](=O)[O-].C[N+](=O)[O-].C[N+](=O)[O-].C[N+](=O)[O-].C[N+](=O)[O-].C[N+](=O)[O-].C[N+](=O)[O-].C[N+](=O)[O-].C[N+](=O)[O-]
- net charge = 0
- calculated total energy (hartree) = -2870.91716
- lowest unoccupied orbital energy (eV) = -0.54

Each line ends with the Löwdin charge.
Atoms and positions in Å:
C1 -0.40936 -4.41677 1.98582  -0.1026
C2 -1.49010 -3.20866 1.57185  -0.4557
O1 -2.40754 -3.06472 2.70973  -0.1507
C3 -3.80324 -2.87294 2.29671  -0.1457
O2 -4.24064 -2.39238 1.13162  -0.0716
P1 -0.44716 -1.61502 1.45698  0.8001
N1 -0.00795 -1.27239 3.01216  -0.3042
H1 0.65475 -4.10336 1.58016  0.0719
H2 -0.73911 -5.45590 1.55264  0.0909
H3 -0.34835 -4.40891 3.16266  0.0948
H4 -1.98073 -3.56494 0.57187  0.1126
H5 -4.63992 -3.11688 3.11139  0.1704
H6 -1.17086 -0.48849 0.87768  0.0149
H7 0.76750 -1.93451 0.72553  0.0129
H8 -0.32250 -0.29111 3.25374  -0.0631
C4 -1.20871 -4.59384 -2.86402  0.0477
N2 -0.59791 -3.65200 -1.88754  -0.4043
O3 -0.68482 -2.44381 -2.13611  0.0566
O4 -0.04844 -4.15206 -0.89914  0.0187
H9 -1.65381 -4.01872 -3.67872  0.1013
H10 -0.41347 -5.24147 -3.23891  0.1057
H11 -1.97227 -5.16770 -2.33498  0.0888
C5 3.84919 0.30636 0.04918  0.0306
N3 2.50690 -0.28531 -0.19951  -0.3895
O5 1.65334 -0.14347 0.68389  -0.0714
O6 2.34797 -0.87544 -1.27440  0.0549
H12 3.84567 0.79171 1.02746  0.0546
H13 4.57744 -0.50692 0.02493  0.1066
H14 4.04008 1.03439 -0.74187  0.1078
C6 -0.74030 1.99610 -0.15781  0.0225
N4 0.16835 3.04589 -0.69256  -0.4024
O7 -0.34634 4.11275 -1.04751  0.0404
O8 1.37255 2.76937 -0.74096  0.0533
H15 -1.76474 2.37414 -0.17326  0.1019
H16 -0.64360 1.11824 -0.79998  0.0935
H17 -0.42535 1.77723 0.86450  0.0897
C7 -1.38677 4.50042 -4.27870  0.0443
N5 -2.41764 3.46862 -4.57257  -0.4191
O9 -2.56946 2.56702 -3.74002  0.0471
O10 -3.04528 3.59282 -5.63065  0.0389
H18 -0.91602 4.26696 -3.32135  0.0712
H19 -0.65251 4.47206 -5.08643  0.0621
H20 -1.89175 5.46751 -4.23452  0.1086
C8 6.74028 2.91339 2.50686  0.0526
N6 5.64865 2.01503 2.04324  -0.3930
O11 5.71754 0.82472 2.37112  0.0475
O12 4.75347 2.53002 1.36328  0.0396
H21 7.45463 2.32920 3.09086  0.1006
H22 7.21961 3.33412 1.62052  0.1047
H23 6.28640 3.69357 3.12128  0.1066
C9 -3.11546 -0.66027 5.65532  0.0475
N7 -2.94656 0.65285 4.97646  -0.4136
O13 -3.82291 1.50455 5.16539  0.0552
O14 -1.93913 0.79156 4.27308  0.0262
H24 -4.03965 -0.64114 6.23682  0.0961
H25 -3.16338 -1.42811 4.88042  0.0788
H26 -2.25232 -0.80739 6.30767  0.1070
C10 -0.15768 6.05547 -8.14087  0.0452
N8 0.79433 6.06491 -6.99752  -0.4087
O15 1.45860 7.09313 -6.82259  0.0664
O16 0.84798 5.03996 -6.30797  0.0245
H27 -0.09981 7.01623 -8.65682  0.0973
H28 0.13573 5.24172 -8.80728  0.1045
H29 -1.15858 5.89536 -7.73494  0.1014
C11 4.04232 -0.78828 5.04038  0.0366
N9 4.99433 -0.77884 6.18372  -0.4264
O17 5.65860 0.24938 6.35866  0.0410
O18 5.04798 -1.80379 6.87328  0.0471
H30 4.10019 0.17248 4.52443  0.0811
H31 4.33573 -1.60202 4.37397  0.1042
H32 3.04142 -0.94839 5.44630  0.1030
C12 -5.18883 -3.60542 -1.93040  0.0367
N10 -5.07886 -4.60968 -3.02266  -0.4248
O19 -5.47430 -4.27148 -4.14441  0.0592
O20 -4.59877 -5.70910 -2.72318  0.0313
H33 -5.62596 -2.68998 -2.33477  0.1025
H34 -5.83101 -4.02986 -1.15592  0.1044
H35 -4.18169 -3.41775 -1.55270  0.0828